ORCA calculation (ωB97M-V/def2-TZVPD) on a structure of composition C25H45NOP2W in a non-equilibrium geometry.

```
75
Properties=species:S:1:pos:R:3
W 0.99 0.13 -0.09
C 0.20 -2.40 -0.59
C 1.59 -2.08 -0.32
C 0.34 -2.01 1.66
C -0.51 -2.46 0.62
C 1.66 -1.80 1.11
C -0.32 -2.90 -1.89
H 0.22 -2.47 -2.74
H -1.39 -2.68 -1.99
H -0.21 -3.99 -1.95
C -1.78 -3.19 0.85
H -2.30 -3.42 -0.09
H -2.48 -2.63 1.49
H -1.58 -4.15 1.35
C 0.03 -2.09 3.10
H 0.41 -3.03 3.53
H -1.05 -2.09 3.28
H 0.47 -1.27 3.68
C 2.94 -1.81 1.87
H 3.56 -2.67 1.56
H 2.75 -1.90 2.94
H 3.55 -0.91 1.74
C 2.75 -2.65 -1.10
H 2.76 -3.74 -0.92
H 3.74 -2.27 -0.80
H 2.65 -2.53 -2.19
C 0.06 1.44 -1.44
C 0.57 0.25 -2.08
C 1.78 0.32 -2.97
C 3.06 0.71 -2.19
C 2.89 0.66 -0.67
C 2.29 1.77 0.04
C 1.89 3.03 -0.72
C 0.63 2.82 -1.61
H 1.58 1.04 -3.78
H 3.47 1.67 -2.53
H 1.91 -0.65 -3.49
H 0.81 3.05 -2.67
H -1.03 1.43 -1.44
H -0.25 -0.39 -2.43
H -0.13 3.57 -1.30
H 1.67 3.85 -0.01
H 2.68 1.98 1.05
H 2.73 3.45 -1.31
H 3.84 -0.02 -2.46
H 3.65 0.10 -0.13
P -3.33 -0.05 -2.13
C -4.63 -1.22 -1.58
H -5.61 -0.90 -1.96
H -4.63 -1.21 -0.48
H -4.38 -2.23 -1.92
C -4.21 1.50 -1.71
H -5.10 1.55 -2.34
H -3.55 2.35 -1.90
H -4.46 1.49 -0.64
C -3.42 0.06 -3.96
H -2.66 0.79 -4.27
H -4.42 0.41 -4.25
H -3.18 -0.92 -4.39
P 0.70 1.80 2.92
C 2.11 2.11 4.05
H 2.18 3.18 4.33
H 3.02 1.82 3.51
H 2.02 1.48 4.94
C 0.13 3.51 2.57
H 0.74 3.99 1.79
H 0.15 4.09 3.51
H -0.91 3.45 2.19
C -0.69 1.33 4.02
H -0.69 1.97 4.91
H -0.62 0.28 4.31
H -1.63 1.43 3.47
O -3.16 0.05 1.23
C -2.00 0.27 0.99
N -0.83 0.54 0.82
```

Results
* HOMO (spin up / spin down): -13.35 / -13.39 eV
* spin multiplicity: 3
* net charge: +2
* ⟨S²⟩: 2.02
* E_LUMO (spin up / spin down): -7.05 / -9.75 eV

Results of the Löwdin charge analysis, in e, for atoms 1 through 6:
1. W 1.6990
2. C -0.2339
3. C -0.3605
4. C -0.2118
5. C -0.2112
6. C -0.3287


ORCA calculation (ωB97M-V/def2-TZVPD) on a structure of composition C18H20N3O4PS3W.

```
50
Properties=species:S:1:pos:R:3
W 0.02 -0.10 -0.25
O -5.40 -4.74 3.21
C -4.43 -5.12 2.39
O -4.06 -6.25 2.33
C -3.75 -4.07 1.52
C -3.93 -2.69 1.62
C -3.21 -1.82 0.81
C -2.33 -2.35 -0.13
C -2.14 -3.72 -0.25
C -2.85 -4.57 0.58
N -1.61 -1.44 -0.98
C -1.61 -1.64 -2.24
C -0.90 -0.68 -3.08
C -0.90 -0.74 -4.45
C -0.28 0.29 -5.16
C 0.31 1.33 -4.45
C 0.32 1.29 -3.06
N -0.27 0.30 -2.37
H -5.67 -3.82 3.12
H -4.62 -2.26 2.33
H -3.37 -0.76 0.88
H -1.43 -4.13 -0.96
H -2.72 -5.65 0.53
H -2.14 -2.48 -2.69
H -1.38 -1.56 -4.96
H -0.26 0.28 -6.24
H 0.78 2.16 -4.96
H 0.81 2.06 -2.49
C 2.75 5.41 0.84
C 1.99 4.79 -0.30
O 2.28 3.31 -0.45
P 1.94 2.16 0.51
S -0.12 1.94 0.78
S 2.30 0.40 -0.49
O 2.56 2.24 1.89
C 4.01 2.49 2.28
C 4.57 1.24 2.88
H 2.54 6.48 0.82
H 3.82 5.28 0.72
H 2.43 5.03 1.81
H 2.29 5.17 -1.27
H 0.91 4.87 -0.19
H 3.94 3.31 2.98
H 4.53 2.81 1.38
H 4.00 0.93 3.76
H 5.59 1.45 3.21
H 4.62 0.42 2.17
S -0.05 -3.33 2.99
C 0.03 -2.22 1.97
N 0.10 -1.29 1.14
```

Results
* HOMO (spin up / spin down): -17.11 / -17.11 eV
* spin multiplicity: 2
* ΔE to the lowest compared entry with this formula, charge and spin: 9.5 kcal/mol
* net charge: +3
* ⟨S²⟩: 0.76
* E_LUMO (spin up / spin down): -12.16 / -11.91 eV

Results of the natural (NBO) charge analysis, in e, for atoms 1 through 6:
1. W 1.4534
2. O -0.6225
3. C 0.7611
4. O -0.5068
5. C -0.1219
6. C -0.1537


ORCA calculation (ωB97M-V/def2-TZVPD) on a structure of composition C23H37BrCl2N7OPSY in a non-equilibrium geometry.

```
74
Properties=species:S:1:pos:R:3
Y 1.14 -0.11 -0.68
C 1.14 4.35 3.45
C 2.51 4.12 2.73
N 2.38 4.10 1.27
C 2.22 2.96 0.57
S 2.36 1.39 1.33
N 1.90 3.23 -0.70
N 1.66 2.22 -1.55
C 1.58 2.56 -2.82
C 1.66 4.00 -3.15
C 1.44 1.51 -3.79
C 1.11 1.76 -5.09
C 0.60 0.75 -5.91
C 0.72 -0.53 -5.38
C 1.20 -0.71 -4.07
N 1.31 0.31 -3.20
H 1.17 5.39 3.92
H 0.29 4.28 2.74
H 1.02 3.63 4.27
H 3.29 4.84 3.09
H 2.70 3.10 3.00
H 2.54 4.90 0.74
H 0.75 4.55 -3.48
H 2.03 4.45 -2.26
H 2.44 4.11 -3.92
H 1.35 2.74 -5.46
H 0.24 0.98 -6.89
H 0.48 -1.42 -5.95
H 1.36 -1.74 -3.74
N -4.26 -0.73 3.89
C -4.16 0.73 3.81
C -2.72 1.18 3.49
C -2.40 0.90 2.01
C -1.01 1.25 1.47
N -0.87 1.09 -0.01
H -3.93 -1.18 3.01
H -5.20 -1.09 4.15
H -4.48 1.21 4.74
H -4.83 1.16 3.06
H -1.94 0.87 4.17
H -2.73 2.25 3.63
H -3.23 1.33 1.36
H -2.51 -0.17 1.90
H -0.26 0.56 1.92
H -0.73 2.25 1.73
H -0.96 2.01 -0.51
H -1.68 0.45 -0.30
Br 3.79 -1.16 -1.55
C 1.91 -2.63 3.63
P 1.85 -2.87 1.82
C 3.39 -3.52 1.20
C 0.66 -4.18 1.44
O 1.34 -1.60 1.16
H 1.92 -3.53 4.34
H 0.95 -2.17 3.92
H 2.75 -1.93 3.92
H 3.80 -4.28 1.89
H 4.15 -2.72 1.05
H 3.20 -4.04 0.25
H 1.06 -5.16 1.75
H 0.42 -4.08 0.39
H -0.23 -4.04 2.02
Cl 0.58 -4.14 -2.47
C -1.00 -3.61 -2.45
C -1.99 -4.45 -3.01
C -3.32 -4.07 -3.09
C -3.69 -2.88 -2.46
C -2.78 -2.00 -1.96
Cl -3.33 -0.35 -1.72
C -1.26 -2.28 -1.89
N -0.48 -1.42 -1.45
H -1.58 -5.47 -3.27
H -4.10 -4.65 -3.51
H -4.71 -2.51 -2.51
```

Results
* HOMO: -2.61 eV
* ΔE to the lowest compared entry with this formula, charge and spin: 37.2 kcal/mol
* net charge: -1
* E_LUMO: 2.41 eV

Results of the Löwdin charge analysis, in e, for atoms 1 through 6:
1. Y 0.9809
2. C -0.0987
3. C -0.2750
4. N -0.0303
5. C -0.7558
6. S 0.5746


ORCA calculation (ωB97M-V/def2-TZVPD) on a cluster of 2 separate species, C3H9N2O2 in total in a non-equilibrium geometry.

```
16
Properties=species:S:1:pos:R:3
C 0.03 -2.07 -0.65
C -1.36 -0.45 0.47
C 1.12 1.96 0.04
N -0.50 -1.46 0.52
N 0.32 1.09 -0.45
O -1.73 0.24 1.49
O 2.06 2.55 -0.65
H 0.26 -3.21 -0.31
H -0.55 -1.96 -1.57
H -1.96 -0.34 -0.47
H 0.96 2.33 1.02
H 0.00 -1.66 1.44
H 1.04 -1.59 -0.87
H 0.52 1.11 -1.51
H -2.75 0.31 1.64
H 2.55 3.15 -0.16
```

Results
* HOMO: -14.34 eV
* ΔE to the lowest compared entry with this formula, charge and spin: 62.6 kcal/mol
* net charge: +1
* E_LUMO: -3.43 eV

Results of the natural (NBO) charge analysis, in e, for atoms 1 through 6:
1. C -0.4405
2. C 0.6092
3. C 0.4496
4. N -0.5074
5. N -0.7733
6. O -0.6390


ORCA calculation (ωB97M-V/def2-TZVPD) on the ion C9H12N with charge +1 in a non-equilibrium geometry.

```
22
Properties=species:S:1:pos:R:3
C 0.31 -2.12 0.38
C 1.18 -2.17 1.60
C 1.16 0.53 0.75
C 2.21 -0.28 0.00
C 0.40 1.16 -0.32
C -0.83 0.38 -1.88
C 1.23 -1.05 0.69
C 0.53 0.33 -1.53
C -2.17 1.93 -0.48
N -1.20 0.88 -0.54
H 0.54 -2.74 -0.46
H -0.86 -1.89 0.47
H 0.88 -2.12 2.70
H 1.93 -2.82 1.41
H 1.39 1.10 1.73
H 3.23 -0.27 -0.21
H 0.48 2.26 -0.53
H -1.48 0.18 -2.69
H -3.01 1.49 -0.72
H -2.33 2.23 0.53
H -2.08 2.91 -0.99
H -1.50 0.08 0.07
```

Results
* HOMO (spin up / spin down): -12.67 / -13.58 eV
* ΔE to the lowest compared entry with this formula, charge and spin: 190.9 kcal/mol
* net charge: +1
* E_LUMO (spin up / spin down): -5.06 / -4.61 eV

Results of the natural (NBO) charge analysis, in e, for atoms 1 through 6:
1. C -0.3574
2. C -0.3681
3. C -0.3164
4. C 0.1220
5. C -0.1031
6. C -0.1759


ORCA calculation (ωB97M-V/def2-TZVPD) on an isolated molecule of C3H3NOS2 in a non-equilibrium geometry.

```
10
Properties=species:S:1:pos:R:3
S 0.47 2.41 -0.19
C 0.44 0.67 -0.35
N 1.38 -0.06 -1.06
C 0.98 -1.28 -0.95
O -0.14 -1.49 -0.25
C -0.54 -0.19 0.11
S -1.99 -0.03 1.03
H -0.47 2.55 0.77
H 1.34 -2.21 -1.33
H -1.46 -0.37 2.21
```

Results
* HOMO: -8.74 eV
* ΔE to the lowest compared entry with this formula, charge and spin: 23.0 kcal/mol
* net charge: 0
* SMILES string: Sc1ncoc1S
* E_LUMO: 0.53 eV

Results of the natural (NBO) charge analysis, in e, for atoms 1 through 6:
1. S 0.0621
2. C -0.0521
3. N -0.4646
4. C 0.3533
5. O -0.4071
6. C -0.0230